[1]
14
Properties=species:S:1:pos:R:3 method="wB97M-V/def2-TZVPD" e_above_lowest_kj_mol=349.9 homo_lumo_gap_ev=8.33
C 0.74202 -2.21524 -0.37151
C -0.24872 0.22279 0.09768
C -0.16955 2.61137 -0.44359
N -0.17278 -2.02381 0.55483
N -0.40670 -0.74645 1.11667
O 0.04208 1.46368 0.45372
S 0.98088 -3.74878 -0.86977
S 1.32792 -0.83712 -1.17447
H -1.19329 0.08181 -0.56350
H -0.50493 2.14740 -1.30460
H 0.81133 3.05151 -0.53167
H -0.89996 3.33523 -0.09848
H -0.36963 -2.73374 1.17292
H 0.06131 -0.60866 1.96177

[2]
14
Properties=species:S:1:pos:R:3 method="wB97M-V/def2-TZVPD" e_above_lowest_kj_mol=373.8 smiles="C1=C[C@H]2[C@H]3C[C@@H]1N32" homo_lumo_gap_ev=9.45
C -0.80273 -0.41160 -1.06337
C -0.94694 0.82692 -0.24121
C 1.32927 0.61341 0.56609
C -0.06178 0.92644 0.91851
N -0.85006 -0.27304 1.08135
C -0.10085 -1.13837 0.11018
C 1.34661 -0.67313 0.21430
H -0.34799 -0.36454 -2.05183
H -1.81549 -0.82846 -1.13747
H -1.42736 1.73305 -0.62227
H 2.06139 1.40334 0.44608
H -0.33564 1.66182 1.67182
H -0.26732 -2.21715 0.16198
H 2.21891 -1.25870 -0.05417

[3]
138
Properties=species:S:1:pos:R:3 method="wB97M-V/def2-TZVPD" total_charge=+1 homo_lumo_gap_ev=7.04
C -5.46190 1.43345 -2.26530
C -5.96057 -0.07019 -1.94487
C -4.74473 -1.05194 -1.54715
C -4.01792 -1.66455 -2.86689
C -2.51709 -2.05780 -2.42660
C -1.40572 -1.02164 -2.95124
C -1.67150 0.49174 -2.39247
C -1.06707 0.59962 -0.92936
N -0.96194 -0.43850 0.06856
C -0.29744 0.08143 1.26815
N -0.00158 -0.61910 2.37302
C -0.44691 -2.06953 2.36786
O -1.77484 -2.14034 2.92846
O -2.73819 -1.84329 2.01641
C 0.70000 -0.16615 3.59177
C -0.41794 0.42013 4.62688
O -0.24446 0.21603 5.86028
I -2.21346 1.48734 4.02179
N -0.01654 1.47540 1.05299
C 0.58304 2.56459 1.84639
C 2.19816 2.69699 1.61769
C 2.69098 2.12385 0.21635
C 3.15600 3.14373 -0.88411
C 3.70823 2.67899 -2.30348
C 3.81285 1.15149 -2.67070
C 3.30517 0.16403 -1.58051
C 2.76065 0.62188 -0.17784
N -0.46147 1.71211 -0.22707
I -0.40196 3.43370 -1.36234
H -6.39437 2.08758 -2.43338
H -4.86312 1.48569 -3.24164
H -4.82286 1.86338 -1.42196
H -6.42442 -0.49063 -2.91607
H -6.73016 -0.07363 -1.09629
H -3.93688 -0.51961 -0.93475
H -5.12382 -1.94074 -0.91889
H -3.94295 -0.88704 -3.71586
H -4.52318 -2.63585 -3.22780
H -2.39209 -2.10329 -1.27610
H -2.25155 -3.10022 -2.82745
H -0.35368 -1.32454 -2.57864
H -1.31960 -0.99216 -4.10304
H -1.16139 1.18100 -3.16169
H -2.79599 0.75640 -2.42290
H -0.32375 -2.56746 1.34921
H 0.23400 -2.65884 3.09258
H -2.69667 -2.50933 1.29015
H 1.17825 -1.04834 4.16477
H 1.55648 0.57542 3.40937
H 0.43524 2.46198 2.98615
H 0.16275 3.61227 1.59526
H 2.71475 2.18520 2.50098
H 2.46476 3.82155 1.66834
H 3.11737 4.27027 -0.70665
H 4.07813 3.40969 -3.10623
H 4.22624 0.76722 -3.65715
H 3.34911 -0.95722 -1.78695
H 2.41393 -0.13847 0.60165
C 8.75736 4.05920 -1.85059
C 8.04246 3.15445 -2.80509
O 6.67786 3.31181 -2.43192
C 6.56822 4.52170 -1.81916
O 5.52292 5.04442 -1.53158
O 7.78830 5.06518 -1.57422
H 9.65774 4.49645 -2.28491
H 9.02032 3.55927 -0.92007
H 8.16191 3.46325 -3.84803
H 8.35649 2.11497 -2.70567
C 1.52422 -6.31773 2.65341
C 2.33868 -5.45514 3.56574
O 3.33475 -4.92183 2.70407
C 2.83104 -4.96539 1.43743
O 3.34197 -4.44076 0.48755
O 1.67321 -5.67815 1.39122
H 0.47494 -6.35982 2.94578
H 1.91361 -7.33577 2.58276
H 1.75811 -4.62782 3.98913
H 2.79166 -6.02353 4.37952
C -3.29911 -7.95088 3.65544
C -2.93500 -8.60302 4.95472
O -1.69912 -9.23907 4.65875
C -1.15015 -8.57791 3.60365
O -0.03314 -8.74890 3.20549
O -2.03373 -7.69614 3.05955
H -3.85632 -7.02343 3.79571
H -3.87141 -8.61346 2.99996
H -2.77590 -7.87704 5.75762
H -3.67941 -9.33175 5.27859
C -9.47768 2.98112 -5.43267
C -7.99214 3.13958 -5.34194
O -7.58974 1.97930 -4.62508
C -8.55749 1.03831 -4.81098
O -8.45426 -0.11045 -4.48258
O -9.65283 1.56869 -5.41619
H -9.88774 3.41234 -6.34764
H -9.99679 3.41115 -4.57387
H -7.50882 3.13397 -6.32365
H -7.70192 4.04669 -4.80947
C 4.76452 7.20854 -3.56026
C 5.99901 7.96216 -3.16844
O 6.32106 8.68521 -4.34888
C 5.17107 8.81478 -5.06643
O 5.05189 9.51222 -6.03172
O 4.17409 8.04867 -4.54285
H 4.08571 7.05617 -2.72052
H 4.99207 6.23940 -4.01395
H 5.81600 8.67259 -2.35693
H 6.81784 7.30090 -2.88187
C 3.19506 -8.22330 7.02630
C 3.83572 -9.57812 7.04500
O 3.67409 -10.02783 5.70699
C 3.53486 -8.92316 4.92640
O 3.54596 -8.93455 3.72973
O 3.38202 -7.79910 5.68237
H 3.66769 -7.52847 7.72221
H 2.12259 -8.26382 7.23823
H 4.90392 -9.53306 7.27639
H 3.35005 -10.25930 7.74519
C 9.27893 2.32263 2.66940
C 9.91701 0.96737 2.70425
O 9.75035 0.50086 1.37207
C 9.61110 1.59541 0.57891
O 9.61883 1.56749 -0.62066
O 9.46291 2.72741 1.31938
H 9.75471 3.02589 3.35430
H 8.20710 2.28696 2.88479
H 10.98588 1.01328 2.93174
H 9.43227 0.29634 3.41471
C -13.24491 5.58351 -2.81066
C -12.87649 4.95693 -1.50064
O -11.64036 4.31726 -1.78877
C -11.09685 4.95930 -2.85658
O -9.97818 4.78182 -3.25555
O -11.98119 5.82800 -3.41429
H -13.80277 6.51271 -2.68679
H -13.81814 4.90789 -3.45193
H -12.71593 5.69788 -0.71218
H -13.61891 4.23348 -1.16087

[4]
15
Properties=species:S:1:pos:R:3 method="wB97M-V/def2-TZVPD" e_above_lowest_kj_mol=96.9 smiles="CCSC(=S)CO" homo_lumo_gap_ev=8.44
C 2.41215 -0.78266 -0.29463
C 1.10337 -0.08999 0.07568
C -1.69416 -0.61924 0.15317
C -1.66689 0.82082 0.55513
H 2.40093 -0.92470 -1.46731
H 2.47426 -1.81339 0.09600
H 3.33666 -0.24605 0.03329
H 1.12180 0.37039 1.05927
H 0.71058 0.64782 -0.64327
H -0.96362 0.98708 1.40334
H -2.71133 1.07140 0.83696
H -2.04200 1.73153 -1.11488
O -1.25138 1.65919 -0.52070
S -0.16430 -1.44033 0.08550
S -3.06607 -1.37187 -0.25755

[5]
20
Properties=species:S:1:pos:R:3 method="wB97M-V/def2-TZVPD" e_above_lowest_kj_mol=364.0 smiles="CN=C(N)N.CC(=O)O" homo_lumo_gap_ev=8.96
C 1.22766 0.25787 -2.15816
C 1.40652 1.58722 -2.77737
O 0.07407 2.07171 -3.08081
O 2.34348 2.37323 -2.83854
H 0.05679 0.05474 -2.14921
H 1.13082 0.43992 -0.92864
H 2.08049 -0.55673 -2.14246
C -1.04117 -2.67265 0.98489
C -0.75130 -0.19011 1.64943
N -1.14264 -1.17173 0.84005
N 0.06064 -0.23499 2.69523
N -1.10341 1.14036 1.40496
H 0.31371 3.09862 -3.31494
H -0.80186 -2.83288 2.12900
H -0.02638 -2.98400 0.39254
H 0.50001 -1.01608 2.76089
H 0.47453 0.58701 3.15012
H -1.43592 1.64679 2.27646
H -1.44281 1.49007 0.53795
H -1.92324 -3.08835 0.56860

[6]
28
Properties=species:S:1:pos:R:3 method="wB97M-V/def2-TZVPD" e_above_lowest_kj_mol=0.0 total_charge=+2 homo_lumo_gap_ev="7.23 / 7.23"
C -1.48389 2.88697 -0.67920
C -2.11190 1.73497 -1.14887
C -1.49702 0.60032 -0.71621
C -0.24785 0.93455 -0.07376
C 2.11316 0.41709 0.37515
C 3.26206 -0.30022 0.41489
C 2.40721 -2.40672 1.23985
C 0.92127 -1.77347 3.12836
C 0.75318 0.01684 0.07648
C -3.35212 1.86883 -2.01970
C -1.78291 -0.81980 -1.18757
N 3.18522 -1.74299 0.37212
N 1.60114 -1.89762 2.07899
S -0.12253 2.65538 0.24416
H -1.77473 3.98148 -1.09821
H 2.37309 1.48917 0.63993
H 4.15749 0.13413 0.71119
H 2.28990 -3.54215 1.22306
H -0.06883 -1.45628 3.20828
H 1.36827 -2.02540 4.18325
H 0.58872 -0.96761 -0.39904
H -4.29634 2.17636 -1.38048
H -3.16182 2.69767 -2.67440
H -3.53538 0.95098 -2.54531
H -1.83855 -1.37880 -0.34017
H -2.66670 -0.81377 -1.73577
H -1.04097 -1.21010 -1.82364
H 3.96083 -2.20980 -0.07339

[7]
24
Properties=species:S:1:pos:R:3 method="wB97M-V/def2-TZVPD" e_above_lowest_kj_mol=66.0 total_charge=+1 homo_lumo_gap_ev=8.68
C 0.79296 0.71120 -0.24147
C 2.66984 -0.44093 -0.01731
C -1.68247 -0.77327 1.44637
C -1.99167 -1.66031 0.37341
C -1.31540 0.49964 1.19821
C -1.99427 -1.17505 -0.88658
C -1.14217 0.97492 -0.17712
N 1.38105 -0.47616 -0.52209
N 2.87624 0.71235 0.56072
N 1.71223 1.38997 0.41535
N 3.52664 -1.46773 -0.08135
N -1.27243 2.32310 -0.42179
N -1.65047 0.12293 -1.14212
H -1.79345 -1.11420 2.46224
H -2.28004 -2.67569 0.57714
H -1.11244 1.20511 1.98679
H -2.30252 -1.75502 -1.74210
H 1.64693 2.32579 0.78587
H 3.34468 -2.23021 -0.71006
H 4.48221 -1.28389 0.16425
H -1.64529 2.62807 -1.30454
H -1.45279 2.92757 0.35931
H 0.94123 -1.24618 -1.00004
H -1.73862 0.47798 -2.08313

[8]
18
Properties=species:S:1:pos:R:3 method="wB97M-V/def2-TZVPD" e_above_lowest_kj_mol=0.0 homo_lumo_gap_ev=9.84
C 0.37944 0.63975 0.04247
C 1.05005 1.70591 -0.84210
C 2.04903 -1.29322 0.37784
C 0.69049 -0.79518 -0.16077
N -2.87208 -0.07319 1.06616
O -0.27380 1.04070 0.97974
O -4.62768 0.95107 -0.34211
O -0.24173 -1.72218 0.25129
F 0.75030 -0.81579 -1.68950
S -4.18173 -0.22010 0.34278
H 2.16895 1.57287 -1.04665
H 0.59061 1.40640 -1.76801
H 0.79716 2.60256 -0.33410
H 2.22012 -0.94363 1.33451
H 1.96197 -2.44209 0.22082
H 2.93136 -0.94960 -0.11266
H -1.13312 -1.36175 0.43062
H -2.25933 0.69749 1.24964

[9]
20
Properties=species:S:1:pos:R:3 method="wB97M-V/def2-TZVPD" s2=0.755 e_above_lowest_kj_mol=358.1 total_charge=+1 homo_lumo_gap_ev="9.39 / 4.46" spin_multiplicity=2
C -0.48519 -0.58434 -0.48887
N 0.94686 -0.41834 -0.26189
C 1.64819 -1.60109 -0.66676
C 3.13131 -1.18528 -0.93086
O 3.70915 -0.14348 -0.75786
C -1.36799 0.71414 -0.60467
N -2.22221 0.94186 0.59943
C -1.73710 1.90247 1.72200
H -0.28955 -0.86708 -1.56830
H -0.93360 -1.25960 0.32780
H 1.24740 -0.05054 0.60099
H 1.26693 -1.92439 -1.56759
H 1.75747 -2.49611 -0.02835
H 3.70920 -2.10965 -1.15942
H -0.90078 1.71828 -0.80170
H -2.33071 0.58955 -1.36521
H -2.43675 0.00753 1.09745
H -2.08739 2.93269 1.36662
H -2.04303 1.77250 2.72390
H -0.58221 2.06089 1.76330

[10]
53
Properties=species:S:1:pos:R:3 method="wB97M-V/def2-TZVPD" e_above_lowest_kj_mol=211.0 smiles="CC(C)(CO)CNC(=O)CCc1nnc(-c2ccc(-c3ccccc3)cc2)o1" homo_lumo_gap_ev=8.64
C -4.35259 -2.14675 1.27948
H -3.62780 -2.81445 0.81940
H -4.96923 -2.72867 1.96111
H -3.81387 -1.40113 1.85838
C -5.22327 -1.47790 0.21475
C -6.24341 -0.55133 0.88368
H -5.74286 0.11457 1.58215
H -6.98332 -1.12963 1.43435
H -6.74984 0.06962 0.14749
C -4.35119 -0.66777 -0.76375
N -3.74235 0.48326 -0.14603
C -4.10532 1.74288 -0.43357
O -4.97786 2.03827 -1.22637
C -3.31399 2.80515 0.33328
H -3.22873 2.52070 1.38225
H -3.87446 3.73734 0.25731
C -1.91826 3.02153 -0.25864
C -0.94388 1.98421 0.15348
N -1.15007 0.93134 0.87937
N 0.02537 0.28734 1.00487
C 0.90977 0.97787 0.35120
C 2.31226 0.67658 0.20372
C 3.14971 1.51439 -0.53140
C 4.48831 1.20885 -0.65977
C 5.01999 0.06392 -0.06668
C 4.17212 -0.76885 0.66582
C 2.83453 -0.46934 0.80487
H 2.17309 -1.10312 1.37374
H 4.57662 -1.64774 1.14520
C 6.44562 -0.26042 -0.21184
C 6.85345 -1.57191 -0.44666
C 8.19444 -1.87591 -0.58831
C 9.14938 -0.87771 -0.48923
C 8.75517 0.42849 -0.25167
C 7.41424 0.73669 -0.11819
H 7.11363 1.75439 0.08436
H 9.49623 1.21005 -0.16913
H 10.19688 -1.11679 -0.59682
H 8.49632 -2.89557 -0.77786
H 6.11155 -2.35127 -0.54200
H 5.12963 1.85186 -1.24415
H 2.74344 2.39852 -0.99979
O 0.35015 2.07919 -0.21601
H -1.97371 3.04084 -1.35154
H -1.52280 3.99136 0.05943
H -2.96499 0.33500 0.48779
H -3.57030 -1.31517 -1.17482
H -4.97485 -0.30295 -1.58429
C -5.94945 -2.57627 -0.58819
O -6.71072 -2.09616 -1.66462
H -7.33597 -1.44302 -1.33051
H -6.58104 -3.16128 0.09825
H -5.21574 -3.25306 -1.03382

[11]
19
Properties=species:S:1:pos:R:3 method="wB97M-V/def2-TZVPD" s2=0.755 e_above_lowest_kj_mol=79.7 total_charge=+1 homo_lumo_gap_ev="8.71 / 5.10" spin_multiplicity=2
C -0.76954 3.27386 0.10447
C -0.06635 2.14362 0.79795
S -0.91195 0.64752 1.40753
S -2.36716 0.49977 -0.06608
C -2.07673 -1.09283 -0.90618
H -0.60946 3.25672 -0.96981
H -1.80219 3.46460 0.35295
H -0.22767 4.21980 0.28151
H 0.52806 2.43102 1.67245
H 0.75325 1.77062 0.17624
H -1.88423 -1.75791 -0.05356
H -1.17936 -1.15447 -1.53270
H -2.95743 -1.36842 -1.46882
H 1.84118 -0.72739 -1.01854
H 0.86701 -0.97540 0.03747
O 1.81963 -1.02729 -0.09132
H 3.06743 -3.93684 -0.08433
H 3.34547 -5.06121 0.91675
O 2.63004 -4.60576 0.44403

[12]
25
Properties=species:S:1:pos:R:3 method="wB97M-V/def2-TZVPD" e_above_lowest_kj_mol=324.6 smiles="Oc1ccc(O)c2c1[C@H]1BC[C@@H]2C=C1" homo_lumo_gap_ev=8.50
B 1.69044 1.07625 1.02216
C -2.70949 -0.35079 0.93813
C -2.44811 -1.51078 0.14144
C -0.55005 0.55575 0.30334
C -0.22037 -0.63576 -0.36162
C -1.69827 0.64384 1.03455
C -1.16737 -1.64328 -0.45803
C 1.06531 1.67958 -1.17957
C 1.26639 0.49814 -1.84151
C 2.20381 -0.20790 0.35502
C 0.50209 1.62926 0.19685
C 1.24541 -0.65186 -0.86104
O -2.07030 1.79023 1.67478
O -0.98454 -2.69173 -1.25922
H 3.17605 0.23507 -0.13232
H 2.37973 1.61482 1.80199
H -3.44825 -0.34824 1.72090
H -3.29287 -2.16585 -0.11922
H 0.98582 2.68496 -1.62839
H 1.39213 0.34278 -2.80859
H 2.47775 -1.05847 0.95195
H 0.13293 2.72024 0.49080
H 1.63412 -1.62512 -1.27248
H -2.81023 1.48738 2.22256
H -1.83182 -2.97269 -1.56886

no.,largest force on an atom (hartree/bohr)
1,0.0690
2,0.0268
3,0.1277
4,0.0458
5,0.1376
6,0.0772
7,0.0258
8,0.0695
9,0.1118
10,0.0293
11,0.0414
12,0.1201